Formula: C44H87B2ClF3O16
Source: the Open Molecules 2025 dataset
Level of theory: ωB97M-V/def2-TZVPD

Properties
charge = -1
E_tot = -3742.0417 Ha

Element x y z (Å)
C -5.696109 1.558324 0.095194
C -4.327877 1.150364 0.914450
C -3.773853 2.572190 1.595442
C -3.204843 0.437399 -0.056322
B -1.893529 -0.137952 0.802032
B -0.997407 -0.825203 -0.400463
O -1.144558 -2.206291 -0.900789
O 0.051008 0.025139 -1.042187
O -2.354250 -0.952158 1.945378
C -1.455880 -0.892788 3.146450
C -0.792335 -2.391463 3.117441
C -0.580395 0.413617 2.684458
Cl -1.195466 1.808448 3.785130
C 1.036809 0.466018 2.946599
F 1.506948 -0.292481 4.129451
F 1.362280 1.913566 3.232228
F 1.732412 0.084785 1.669557
O -0.941799 0.886645 1.338664
H -6.106698 0.726608 -0.619332
H -6.508793 1.851650 0.901348
H -5.474281 2.549994 -0.511583
H -4.597900 0.372919 1.778510
H -2.673910 2.840172 1.219289
H -3.822601 2.553722 2.777070
H -4.440983 3.499713 1.249617
H -3.622184 -0.443234 -0.715758
H -2.740266 1.218740 -0.829856
H -1.086774 -2.799507 -0.083828
H -0.283296 0.959874 -1.185756
H -2.061689 -0.589480 4.124523
H 0.362450 -2.431392 3.302755
H -1.291286 -3.047748 3.978687
H -1.020433 -2.973599 2.113302
C 0.380721 -3.340761 8.324189
C 0.478005 -2.204412 7.341673
O -0.525320 -1.734364 6.807617
C 1.850358 -1.665619 7.037653
H -0.669578 -3.626281 8.445926
H 0.936864 -4.203991 7.950118
H 0.772594 -3.026952 9.294996
H 2.471976 -2.454251 6.606357
H 2.307669 -1.277240 7.951146
H 1.767088 -0.848956 6.312736
C -1.102591 3.923443 6.653856
C -1.709947 5.274558 6.386083
O -2.910218 5.399301 6.148148
C -0.791914 6.467081 6.420409
H -1.882838 3.157034 6.596421
H -0.340022 3.703385 5.902555
H -0.666587 3.904209 7.655874
H -0.015471 6.360280 5.658768
H -0.342076 6.561104 7.411997
H -1.367731 7.374395 6.209237
C -1.160650 -1.428684 -5.933578
C -2.137243 -0.903916 -4.915256
O -2.844738 0.073579 -5.153535
C -2.214513 -1.621204 -3.594044
H -1.213677 -0.813280 -6.837975
H -0.144469 -1.377508 -5.534644
H -1.415231 -2.458647 -6.196011
H -1.245259 -1.578671 -3.090949
H -2.515998 -2.659715 -3.752291
H -2.960913 -1.132389 -2.958965
C -5.206629 9.172259 8.606682
C -4.556099 8.560746 7.394677
O -3.617103 9.115254 6.825791
C -5.099058 7.244707 6.905482
H -4.711502 10.119599 8.845148
H -6.261614 9.370749 8.401746
H -5.104936 8.499515 9.462007
H -6.149262 7.357324 6.624853
H -4.992594 6.486152 7.685034
H -4.533214 6.923769 6.024462
C 4.566388 -1.766626 3.066225
C 4.099745 -3.192244 3.192530
O 4.092079 -3.767696 4.279554
C 3.643124 -3.886626 1.937379
H 4.865671 -1.394122 4.051688
H 5.428434 -1.715825 2.396382
H 3.753229 -1.141750 2.688325
H 4.464016 -3.930179 1.217236
H 2.788886 -3.356162 1.509215
H 3.335007 -4.909150 2.180050
C 8.637922 -3.908128 1.648068
C 8.030565 -2.557014 1.380293
O 6.830295 -2.432269 1.142358
C 8.948597 -1.364491 1.414619
H 7.857674 -4.674537 1.590631
H 9.400490 -4.128186 0.896764
H 9.073925 -3.927363 2.650084
H 9.725041 -1.471293 0.652979
H 9.398436 -1.270466 2.406207
H 8.372781 -0.457175 1.203447
C -3.814841 1.852364 -9.372608
C -4.791433 2.377133 -8.354286
O -5.498930 3.354627 -8.592565
C -4.868703 1.659844 -7.033074
H -3.867869 2.467768 -10.277005
H -2.798660 1.903540 -8.973674
H -4.069422 0.822401 -9.635041
H -3.899450 1.702378 -6.529979
H -5.170189 0.621333 -7.191322
H -5.615104 2.148659 -6.397995
C -6.120075 -3.661839 -1.715477
C -6.441404 -2.250734 -2.129751
O -5.579589 -1.373181 -2.129401
C -7.857998 -1.954806 -2.544191
H -5.061420 -3.727807 -1.442776
H -6.722957 -3.940693 -0.847627
H -6.310322 -4.345430 -2.546751
H -8.538289 -2.157701 -1.713285
H -8.125636 -2.562375 -3.412333
H -7.942927 -0.897489 -2.816673
C -0.993899 -4.620422 -9.149256
C 0.121384 -3.626996 -8.961257
O -0.111279 -2.435045 -8.766471
C 1.532321 -4.148299 -9.021081
H -1.956489 -4.102481 -9.081235
H -0.915426 -5.084896 -10.135409
H -0.949865 -5.380972 -8.365590
H 1.723283 -4.591810 -10.001489
H 1.688839 -4.887816 -8.231741
H 2.232003 -3.319658 -8.868842
C 12.435166 -5.235051 3.484427
C 12.532451 -4.098702 2.501911
O 11.529125 -3.628654 1.967854
C 13.904803 -3.559909 2.197891
H 11.384867 -5.520571 3.606164
H 12.991309 -6.098281 3.110356
H 12.827039 -4.921241 4.455234
H 14.526421 -4.348541 1.766595
H 14.362114 -3.171530 3.111383
H 13.821534 -2.743246 1.472973
C -3.018563 -2.404808 -12.195708
C -3.485206 -3.830425 -12.069402
O -3.492873 -4.405876 -10.982379
C -3.941828 -4.524807 -13.324553
H -2.719281 -2.032304 -11.210244
H -2.156518 -2.354006 -12.865549
H -3.831722 -1.779931 -12.573607
H -3.120935 -4.568361 -14.044695
H -4.796065 -3.994342 -13.752718
H -4.249944 -5.547331 -13.081882
C 3.387514 8.554584 4.253522
C 2.105890 7.852464 3.892191
O 1.234945 7.639839 4.734254
C 1.931227 7.420314 2.460823
H 3.374609 8.807814 5.318968
H 4.238676 7.896812 4.060517
H 3.480970 9.477626 3.675796
H 2.717563 6.712089 2.187952
H 1.959848 8.292819 1.803284
H 0.960111 6.927070 2.346698

Atomic forces in eV per Å
C 0.1 0.5 0.6
C -0.3 0.2 -0.5
C 0.0 0.4 -0.3
C -0.3 1.2 -0.2
B -1.0 -0.3 -0.6
B 2.1 -1.0 -1.7
O 1.4 0.5 2.1
O -2.5 -0.6 -0.7
O 0.4 0.2 2.8
C -0.9 -0.5 -3.0
C 0.3 -0.8 1.1
C -0.6 1.6 -1.2
Cl 0.0 -0.7 0.2
C 0.6 1.7 -0.7
F -1.1 2.2 -4.1
F 0.4 -4.7 -1.1
F -1.6 1.0 4.8
O 1.5 -1.2 4.8
H 0.9 1.5 1.4
H 1.4 -0.6 -1.7
H -0.5 -2.1 1.0
H 0.6 1.7 -1.9
H -2.3 -0.8 1.1
H 0.3 0.0 -2.5
H 1.2 -2.1 0.7
H 0.4 1.8 1.4
H -1.3 -1.2 1.4
H -0.6 1.4 -1.7
H 0.6 -1.7 0.8
H 1.5 -1.0 -2.1
H -2.1 0.2 -0.3
H 1.1 1.5 -1.8
H 0.4 1.7 2.0
C -0.5 -0.1 0.0
C -1.3 0.8 -0.9
O 1.3 -0.7 0.8
C -0.2 0.3 -0.3
H 0.2 0.1 0.0
H 0.1 0.1 0.2
H 0.2 -0.1 -0.1
H 0.1 0.0 0.2
H 0.1 -0.2 0.0
H 0.0 -0.2 0.2
C -0.5 -0.2 -0.1
C -1.2 0.3 -0.2
O 1.4 -0.3 0.2
C -0.5 0.0 -0.1
H 0.2 0.2 0.0
H 0.1 0.0 0.2
H 0.2 0.0 -0.1
H -0.1 -0.1 0.4
H 0.2 -0.1 -0.1
H 0.1 -0.2 0.0
C -0.1 0.5 -0.4
C -0.9 0.9 0.2
O 0.8 -1.0 0.0
C -0.3 0.5 -0.1
H 0.0 -0.2 0.2
H -0.1 -0.2 0.0
H 0.2 0.0 0.1
H -0.1 -0.2 -0.1
H 0.2 0.0 0.1
H 0.2 -0.1 -0.1
C 0.3 0.5 0.1
C 1.2 0.4 -1.0
O -1.2 -0.5 0.8
C 0.2 0.2 -0.5
H -0.1 -0.2 -0.1
H 0.0 -0.2 0.1
H -0.2 0.0 -0.1
H -0.1 -0.1 0.3
H -0.2 0.0 -0.1
H -0.2 0.1 0.4
C 0.1 0.1 0.5
C 0.1 -0.4 1.1
O 0.0 0.5 -1.0
C -0.1 -0.4 0.2
H -0.1 -0.1 -0.1
H -0.4 0.1 0.0
H 0.1 0.0 -0.2
H -0.1 0.2 -0.1
H 0.2 0.1 -0.1
H 0.0 0.2 0.0
C -0.6 -0.3 -0.1
C -1.4 0.0 -0.3
O 1.6 -0.2 0.1
C -0.4 0.4 -0.1
H 0.1 0.2 0.0
H 0.1 0.1 0.3
H 0.2 0.0 -0.3
H 0.1 -0.1 0.2
H 0.2 -0.1 -0.2
H 0.1 -0.2 0.0
C 0.0 0.3 -0.4
C -1.1 1.1 0.1
O 0.9 -1.1 0.1
C -0.3 0.5 0.0
H 0.0 -0.1 0.2
H -0.1 -0.3 0.0
H 0.2 0.0 0.2
H -0.1 -0.4 0.0
H 0.3 0.0 0.1
H 0.2 -0.1 -0.2
C 0.5 0.0 0.1
C 1.4 1.4 0.0
O -1.3 -1.3 -0.1
C 0.0 0.5 -0.1
H -0.2 0.1 -0.1
H -0.1 -0.1 -0.2
H -0.2 0.0 0.1
H 0.0 -0.2 -0.1
H -0.1 -0.1 0.2
H 0.1 -0.2 0.1
C -0.3 0.4 0.2
C -0.4 1.5 0.3
O 0.4 -1.5 -0.4
C 0.3 0.5 0.1
H 0.3 -0.2 -0.1
H 0.0 -0.2 0.2
H 0.1 -0.1 -0.2
H 0.0 -0.2 0.1
H 0.0 -0.1 -0.2
H -0.2 -0.2 0.0
C -0.5 0.0 0.0
C -1.3 0.6 -0.7
O 1.5 -0.6 0.7
C -0.1 0.4 -0.3
H 0.2 0.1 0.0
H 0.1 0.1 0.2
H 0.2 -0.1 -0.1
H 0.1 0.0 0.2
H 0.1 -0.2 0.0
H 0.0 -0.2 0.2
C 0.1 0.1 0.5
C 0.0 -0.7 1.5
O -0.1 0.7 -1.5
C -0.1 -0.5 0.2
H 0.0 -0.1 -0.2
H -0.2 0.1 -0.1
H 0.1 0.0 -0.2
H -0.1 0.2 -0.1
H 0.2 0.0 -0.1
H 0.1 0.2 0.0
C -0.1 0.1 0.5
C -1.2 -0.3 1.0
O 1.5 0.5 -1.3
C -0.5 -0.2 0.1
H 0.0 -0.1 -0.2
H 0.0 0.2 -0.2
H 0.1 -0.1 -0.1
H 0.0 0.2 -0.1
H 0.2 -0.1 0.0
H 0.2 0.1 0.0